Entry 1:
A 2-piece molecular cluster, C4H10N2O2 overall. Source: the Open Molecules 2025 dataset; level of theory: the ωB97M-V functional and the def2-TZVPD basis.

Geometry as XYZ:
```
18
Properties=species:S:1:pos:R:3:forces:R:3:lowdin_charge:R:1
C 1.4982 -0.8733 -0.0932 0.07 0.03 0.01 -0.044
N -0.0481 1.8780 0.2906 0.04 0.15 0.07 -0.024
C 0.2308 -0.4882 -0.7771 0.17 0.11 -0.71 -0.401
O 0.6211 2.4974 -0.7997 -0.12 0.10 0.09 -0.127
N 0.2771 0.0058 -1.9445 0.23 -0.15 -0.33 0.134
H 0.7638 1.7789 -1.4551 -0.06 -0.03 0.37 0.042
H -1.0135 2.2103 0.2689 0.24 0.08 0.01 0.097
H -0.6520 0.1967 -2.3273 -0.13 -0.13 0.32 0.077
H 2.3382 -0.6151 -0.7316 0.02 -0.01 0.00 0.086
H 1.5947 -0.3560 0.8573 0.03 0.00 0.14 0.076
H 1.5110 -1.9453 0.0946 0.05 -0.11 0.07 0.084
C -1.0816 -1.2514 1.3080 -0.31 0.02 -0.06 -0.012
C -1.0983 -0.7056 -0.0909 -0.49 0.03 -0.02 -0.420
O -2.1198 -0.4324 -0.6799 0.14 -0.11 0.17 0.083
H 0.3958 2.2545 1.1267 -0.09 0.06 -0.23 0.093
H -0.5924 -2.2229 1.3220 0.10 -0.08 0.05 0.087
H -2.0998 -1.3528 1.6753 0.00 0.01 -0.03 0.087
H -0.5253 -0.5786 1.9558 0.12 0.02 0.07 0.083
```
Positions in Å, forces in eV/Å.

Values from the calculation:
relative energy (zero: lowest compared OMol25 entry of this formula, charge and spin)	339.3	kJ/mol
max |F|	0.74	eV/Å
structure (SMILES)	[H]/N=C(/C)C(C)=O.NO


Entry 2:
C20H26N2O3S2 as an isolated structure. Source: the Open Molecules 2025 dataset; level of theory: the ωB97M-V functional and the def2-TZVPD basis.

Geometry as XYZ:
```
53
Properties=species:S:1:pos:R:3:forces:R:3:lowdin_charge:R:1
O 1.1564 1.9095 -2.3560 0.77 -0.11 0.10 -0.098
C 1.1475 0.8929 -1.6604 0.34 0.29 -0.19 -0.483
N -0.0114 0.3391 -1.2232 -0.46 -0.57 0.23 0.147
C -1.0789 0.9620 -1.6113 0.38 0.47 -0.54 -0.528
N -2.3067 0.6126 -1.2328 -0.25 -0.09 0.10 -0.067
C -3.3877 1.5038 -1.5991 -0.15 -0.28 -0.08 -0.338
C -3.7879 2.4493 -0.4767 -0.36 0.52 -0.68 -0.152
H -4.4192 2.0003 0.2817 -0.17 0.08 0.06 0.117
H -2.9356 2.9560 -0.0327 0.13 0.06 0.04 0.112
S -4.7089 3.6915 -1.4382 0.26 0.20 0.41 0.671
O -4.8138 4.9427 -0.7473 0.28 0.15 0.05 -0.307
O -5.9170 3.0817 -1.9153 -0.06 -0.42 -0.32 -0.299
C -3.4673 3.7428 -2.7691 -0.43 0.04 0.58 -0.223
C -2.9042 2.3392 -2.7972 0.80 -0.62 -0.25 -0.479
H -3.1547 1.8329 -3.7311 -0.07 0.04 0.13 0.116
S -1.0282 2.3366 -2.6899 -1.15 0.52 -0.24 1.137
H -2.7298 4.4839 -2.4727 0.03 0.11 0.03 0.094
H -3.9400 4.0403 -3.6988 -0.17 0.07 0.02 0.112
H -4.2647 0.9100 -1.8817 0.15 0.06 0.03 0.158
C -2.5447 -0.5539 -0.4044 0.14 -0.27 0.06 -0.075
C -1.6207 -0.6563 0.7832 -0.08 -0.13 0.28 -0.226
C -1.3306 0.4507 1.5691 -0.09 -0.12 0.03 -0.040
C -0.4879 0.3361 2.6596 -0.03 0.11 0.01 -0.072
C 0.0585 -0.8919 2.9916 0.09 -0.07 0.06 -0.095
C -0.2414 -2.0042 2.2246 0.01 -0.04 0.07 -0.095
C -1.0702 -1.8842 1.1229 -0.17 0.11 -0.01 -0.048
H -1.2883 -2.7532 0.5194 -0.01 -0.10 -0.11 0.114
H 0.1755 -2.9675 2.4786 0.06 -0.09 0.02 0.102
H 0.7142 -0.9799 3.8452 0.06 -0.01 0.07 0.102
H -0.2600 1.2081 3.2546 0.02 0.07 0.05 0.105
H -1.7567 1.4120 1.3238 -0.02 0.14 -0.06 0.102
H -2.4291 -1.4527 -1.0213 -0.10 0.04 0.10 0.135
H -3.5820 -0.5029 -0.0612 0.05 -0.02 -0.10 0.138
C 2.4120 0.2208 -1.2069 -0.07 -0.20 0.05 -0.094
H 3.0751 0.1289 -2.0705 0.03 0.07 0.02 0.132
H 2.8961 0.9063 -0.5062 0.04 0.06 -0.03 0.127
C 2.1735 -1.1314 -0.5457 0.42 0.10 -0.11 -0.184
C 3.4603 -1.7504 -0.0018 -0.28 0.10 -0.10 -0.314
C 3.2108 -3.1466 0.6132 0.03 -0.03 0.03 -0.152
C 3.5958 -3.0356 2.0905 0.16 -0.11 -0.04 -0.194
H 2.7370 -2.7085 2.6779 -0.06 0.01 0.08 0.091
H 3.9537 -3.9799 2.4988 -0.07 -0.04 0.09 0.105
C 4.6596 -1.9443 2.1007 -0.14 0.10 0.10 -0.195
H 5.6026 -2.3383 1.7181 0.08 -0.02 0.00 0.112
H 4.8350 -1.5320 3.0936 0.10 0.00 0.04 0.106
C 4.0860 -0.9163 1.1299 0.25 -0.10 -0.09 -0.169
H 4.8442 -0.2249 0.7652 -0.03 0.13 0.01 0.111
H 3.3061 -0.3414 1.6331 -0.07 0.10 0.04 0.114
H 3.8366 -3.8917 0.1212 -0.03 -0.07 -0.02 0.109
H 2.1720 -3.4506 0.4918 -0.07 -0.08 -0.08 0.099
H 4.1763 -1.8388 -0.8244 0.02 0.00 0.00 0.138
H 1.7263 -1.8060 -1.2781 -0.11 -0.06 0.02 0.123
H 1.4563 -1.0068 0.2657 -0.03 -0.09 0.03 0.094
```
Positions in Å, forces in eV/Å.

Values from the calculation:
relative energy (zero: lowest compared OMol25 entry of this formula, charge and spin)	64.7	kJ/mol
max |F|	1.29	eV/Å


Entry 3:
C19H42P2PtSi as an isolated structure. Source: the Open Molecules 2025 dataset; level of theory: the ωB97M-V functional and the def2-TZVPD basis.

Geometry as XYZ:
```
65
Properties=species:S:1:pos:R:3:forces:R:3:mulliken_spin:R:1
P 0.3075 -2.0640 -2.8262 -2.41 -1.05 -1.88 0.058
P 0.7483 1.8383 -2.2482 -2.01 1.24 -3.57 0.019
C -0.0116 -0.5396 -3.6974 1.35 -0.47 -0.81 0.462
C 0.9968 0.5936 -3.5938 0.41 0.58 -0.05 -0.017
H -1.0922 -0.2608 -3.1039 -0.09 0.00 -0.01 0.090
H -0.2121 -0.7585 -4.7553 -0.22 0.00 0.33 -0.019
H 2.0425 0.2543 -3.5579 -0.23 -0.03 -0.05 0.006
H 0.9042 1.2223 -4.4919 0.19 -0.31 0.12 0.008
C 0.0354 3.2618 -3.1540 0.54 0.14 -0.16 0.000
H -0.0845 4.1212 -2.4831 0.05 -0.17 -0.06 0.000
H -0.9441 3.0197 -3.5807 0.19 -0.12 0.16 -0.001
H 0.7025 3.5522 -3.9746 -0.11 0.07 0.17 0.001
C 2.3237 2.4550 -1.6432 0.26 -0.43 0.93 0.001
H 2.7242 3.1631 -2.3823 -0.38 -0.21 0.01 0.000
H 3.0481 1.6389 -1.5272 -0.20 0.18 0.18 -0.001
H 2.1997 2.9873 -0.6906 0.08 -0.16 -0.17 0.003
C -0.9076 -3.2476 -3.4846 0.32 -0.06 -0.48 0.025
H -0.9354 -4.1289 -2.8271 0.06 0.21 -0.24 -0.003
H -0.6164 -3.5537 -4.4986 -0.19 -0.02 0.25 -0.002
H -1.9188 -2.8122 -3.5142 0.41 -0.02 0.09 -0.007
C 1.9371 -2.6694 -3.2129 0.49 -0.04 0.38 0.022
H 2.6642 -1.8454 -3.2279 -0.11 -0.37 0.08 -0.002
H 1.8937 -3.1321 -4.2135 0.00 0.18 0.40 0.002
H 2.2302 -3.4177 -2.4657 0.12 0.10 -0.26 -0.001
Pt 1.7734 -0.0692 2.8382 1.83 0.22 -0.50 1.138
C -0.7678 1.2554 -1.4474 1.62 -0.50 2.67 -0.070
C -1.7648 0.4112 -2.2258 -1.03 1.88 1.04 0.470
C -2.7887 -0.1813 -1.2577 -0.79 -0.22 -0.07 0.059
C -2.4157 -1.1917 -0.1318 -1.46 0.79 0.24 0.082
C -1.5238 -2.2346 -0.5674 -0.51 -1.40 -0.27 0.562
C -0.2135 -2.0152 -1.1302 3.24 0.90 1.75 0.115
C 0.5937 -0.7858 -0.4888 0.24 -0.96 0.24 0.074
C -0.1213 0.5300 -0.2152 -0.44 0.14 0.70 -0.016
C 1.4892 -2.0689 2.9115 -0.90 -0.55 -0.03 0.321
H -1.3038 2.1423 -1.0614 0.32 -0.18 -0.17 0.024
H -2.2953 1.0933 -2.9156 0.13 -0.55 -0.03 -0.028
H -3.5965 -0.6648 -1.8409 0.36 0.45 0.16 0.007
H -3.2214 0.7135 -0.7636 -0.11 -0.42 -0.24 0.029
H -2.1034 -0.6615 0.7834 0.00 -0.36 -0.31 0.043
H -3.3499 -1.6728 0.1932 0.12 0.21 -0.23 0.008
H -1.8043 -3.2731 -0.3845 0.07 0.30 -0.09 -0.036
H 0.3469 -2.9264 -0.8110 0.07 0.37 0.02 0.013
H 1.5157 -0.5945 -1.0808 -0.26 -0.11 0.04 0.002
H 0.9860 -1.1615 0.4730 -0.20 0.40 -0.31 0.072
H -0.8495 0.4136 0.5873 0.27 0.07 -0.23 -0.034
H 0.6379 1.1649 0.2739 -0.17 0.05 -0.30 0.054
H 2.4318 -2.4303 3.3608 -0.37 -0.09 -0.20 0.024
H 1.3339 -2.4308 1.8863 0.11 -0.42 0.37 -0.019
H 0.6110 -2.2911 3.5455 0.54 -0.25 -0.32 -0.003
C -0.3114 2.6069 5.6412 -0.10 -0.16 0.00 0.022
Si 0.0131 1.1396 4.5050 -0.83 1.54 0.12 0.003
C 0.8708 -0.1695 5.5468 0.50 -0.10 -0.13 0.041
C -1.6682 0.5183 3.9087 0.06 0.05 -0.09 0.009
C 1.0890 1.8233 3.0679 -0.78 -0.14 0.26 0.388
H -1.0553 2.3548 6.4065 0.12 0.04 -0.05 0.003
H -0.6948 3.4566 5.0663 0.04 -0.08 0.09 0.001
H 0.6055 2.9231 6.1501 -0.11 -0.02 -0.08 -0.002
H 0.1064 -0.8298 5.9670 0.09 -0.03 -0.13 0.001
H 1.6190 -0.7905 5.0189 -0.21 0.04 0.63 0.022
H 1.3756 0.3421 6.3708 0.06 -0.10 -0.10 0.002
H -2.1907 1.3236 3.3725 0.07 -0.16 0.09 0.000
H -1.6218 -0.3653 3.2583 0.02 0.10 0.13 -0.006
H -2.2818 0.2623 4.7866 0.16 0.03 -0.26 0.001
H 1.9382 2.4599 3.3840 -0.33 -0.23 -0.19 0.038
H 0.5718 2.1960 2.1730 0.07 0.24 0.44 -0.060
```
Positions in Å, forces in eV/Å.

Values from the calculation:
expectation value of S²	6.014
relative energy (zero: lowest compared OMol25 entry of this formula, charge and spin)	63.6	kJ/mol
max |F|	4.28	eV/Å
charge	+2
multiplicity	5